The following is a DFT calculation (ωB97M-V/def2-TZVPD) of a cluster of 15 separate species, C64H158B5F20N12O8 in total.

Geometry as XYZ:
```
267
Properties=species:S:1:pos:R:3:mulliken_charge:R:1
C 7.000 -0.597 0.832 -0.80
N 5.837 0.102 1.528 0.36
C 4.587 -0.112 0.731 -0.83
C 5.761 -0.481 2.864 -0.49
C 6.171 1.631 1.628 -0.01
C 5.974 2.365 0.329 -0.67
O 6.577 1.814 -0.806 -0.53
H 6.742 -1.669 0.834 0.34
H 7.908 -0.180 1.378 0.36
H 7.027 -0.241 -0.203 0.36
H 3.828 0.463 1.224 0.11
H 4.299 -1.169 0.874 0.23
H 4.825 0.202 -0.318 0.47
H 4.905 -0.020 3.377 0.05
H 6.595 -0.233 3.482 0.41
H 5.625 -1.605 2.749 0.24
H 7.176 1.671 2.081 0.58
H 5.566 2.066 2.444 -0.10
H 6.333 3.380 0.600 0.50
H 4.871 2.371 0.110 0.17
H 7.349 2.333 -1.120 0.33
C 2.204 2.740 8.421 -0.79
N 2.478 1.310 8.778 -0.01
C 2.018 1.069 10.197 -0.88
C 1.681 0.490 7.893 -0.75
C 3.914 0.898 8.688 -0.43
C 4.633 0.880 7.386 -0.49
O 4.324 -0.235 6.496 -0.61
H 2.630 3.055 7.454 0.25
H 2.738 3.237 9.200 0.42
H 1.131 2.912 8.451 0.37
H 1.025 1.311 10.339 0.43
H 2.621 1.724 10.860 0.39
H 2.245 0.036 10.449 0.40
H 1.764 0.928 6.863 0.12
H 0.630 0.595 8.298 0.40
H 1.933 -0.562 7.965 0.37
H 3.993 -0.078 9.169 0.39
H 4.447 1.628 9.333 0.34
H 5.679 0.729 7.649 0.39
H 4.532 1.864 6.864 0.17
H 3.747 0.120 5.772 0.29
C 0.907 8.055 4.722 -0.79
N 0.582 7.421 3.441 0.08
C 1.589 7.626 2.336 -0.76
C 0.456 5.949 3.638 -0.89
C -0.717 7.959 2.906 -0.28
C -1.948 7.800 3.791 -0.50
O -2.094 8.805 4.837 -0.55
H 0.011 8.024 5.318 0.39
H 1.216 9.098 4.688 0.32
H 1.700 7.510 5.228 0.31
H 1.268 7.100 1.437 0.26
H 2.537 7.136 2.736 0.34
H 1.733 8.677 2.253 0.41
H -0.307 5.851 4.425 0.34
H 1.401 5.575 4.067 0.45
H 0.205 5.517 2.629 0.02
H -0.809 7.507 1.911 0.44
H -0.535 9.042 2.784 0.32
H -1.896 6.813 4.241 0.26
H -2.784 7.897 3.072 0.39
H -2.573 9.614 4.621 0.35
C 2.049 -5.734 -4.019 -0.95
N 1.337 -4.391 -4.142 0.91
C 2.331 -3.282 -3.947 0.20
C 0.606 -4.322 -5.448 -1.28
C 0.266 -4.342 -3.114 0.77
C -1.078 -4.915 -3.408 -1.12
O -1.027 -6.313 -3.724 -0.57
H 1.271 -6.497 -3.988 0.29
H 2.550 -5.662 -3.047 0.39
H 2.801 -5.796 -4.861 0.36
H 2.798 -3.274 -2.946 -0.45
H 1.779 -2.332 -4.130 -0.04
H 3.147 -3.613 -4.644 0.38
H 0.011 -5.213 -5.698 0.29
H 1.340 -4.179 -6.207 0.64
H -0.110 -3.551 -5.493 0.25
H 0.052 -3.311 -3.031 -0.58
H 0.626 -4.706 -2.133 0.38
H -1.562 -4.438 -4.250 0.42
H -1.741 -4.700 -2.528 0.46
H -1.900 -6.720 -3.902 0.36
C -4.483 3.514 2.878 -0.68
C -5.184 3.888 1.616 -0.62
N -4.643 3.292 0.361 0.26
C -4.445 1.980 0.174 -0.84
C -4.115 1.807 -1.177 -0.66
N -4.180 3.099 -1.766 0.26
C -4.457 3.967 -0.758 -0.17
C -3.693 3.411 -3.110 -0.69
H -4.825 4.255 3.574 0.43
H -3.390 3.558 2.761 0.02
H -4.701 2.464 3.189 0.20
H -5.238 4.922 1.403 0.46
H -6.226 3.645 1.667 0.36
H -4.600 1.290 0.951 0.99
H -3.776 0.896 -1.768 0.39
H -4.442 5.088 -0.857 0.33
H -4.543 3.708 -3.738 0.34
H -3.308 2.497 -3.584 0.16
H -2.931 4.129 -3.057 0.30
C -2.611 14.296 -8.391 -1.31
C -1.464 14.521 -7.463 -0.15
N -0.090 14.450 -8.093 0.11
C 0.304 14.382 -9.401 -0.22
C 1.679 14.139 -9.378 -0.44
N 2.111 14.142 -8.098 0.12
C 1.029 14.312 -7.312 -0.18
C 3.578 14.121 -7.765 -0.84
H -3.493 14.339 -7.722 0.36
H -2.509 13.313 -8.907 0.38
H -2.775 15.083 -9.167 0.36
H -1.387 13.721 -6.657 0.30
H -1.470 15.502 -6.959 0.34
H -0.476 14.379 -10.226 0.38
H 2.420 14.054 -10.200 0.39
H 0.940 14.309 -6.227 0.37
H 4.124 13.491 -8.419 0.35
H 3.658 13.721 -6.758 0.33
H 4.055 15.071 -7.785 0.34
C 3.495 -11.327 -0.250 -1.40
C 3.528 -10.062 0.649 -0.76
N 4.642 -9.143 0.358 0.54
C 4.589 -8.456 -0.963 -1.46
C 4.460 -7.958 1.375 -0.37
C 3.056 -7.457 1.530 -1.43
C 5.969 -9.779 0.503 -0.65
C 6.066 -10.765 1.666 -0.70
O 6.079 -10.061 2.867 -0.35
C 6.225 -11.017 3.892 -0.78
H 3.481 -11.255 -1.306 0.37
H 2.534 -11.789 0.027 0.40
H 4.330 -11.997 -0.002 0.34
H 3.618 -10.341 1.697 0.51
H 2.582 -9.519 0.403 0.55
H 4.720 -9.182 -1.753 0.48
H 5.366 -7.770 -1.138 0.53
H 3.644 -7.927 -1.186 0.46
H 5.157 -7.215 1.079 0.54
H 4.773 -8.427 2.322 0.40
H 2.395 -8.180 1.952 0.51
H 2.570 -7.046 0.647 0.30
H 3.134 -6.565 2.211 0.36
H 6.724 -8.989 0.759 0.36
H 6.136 -10.211 -0.450 0.47
H 6.990 -11.325 1.464 0.50
H 5.274 -11.562 1.678 0.35
H 6.525 -10.437 4.811 0.26
H 7.110 -11.639 3.612 0.33
H 5.376 -11.601 4.120 0.33
C -1.563 0.257 -7.560 -0.90
C -0.634 0.649 -8.723 -0.63
N 0.308 -0.428 -9.019 0.14
C 1.193 0.063 -10.110 -1.10
C 1.165 -0.714 -7.784 -0.07
C 1.873 0.460 -7.171 -1.54
C -0.451 -1.599 -9.572 -0.59
C 0.371 -2.762 -10.140 -0.93
O 1.345 -3.130 -9.283 -0.13
C 1.904 -4.379 -9.563 -0.80
H -2.274 1.026 -7.395 0.56
H -1.032 0.061 -6.635 0.04
H -2.201 -0.651 -7.716 0.28
H -0.125 1.541 -8.559 0.50
H -1.298 0.889 -9.535 0.52
H 2.076 -0.620 -10.185 0.32
H 1.491 1.104 -9.869 0.49
H 0.732 0.138 -11.038 0.43
H 1.904 -1.404 -8.151 0.37
H 0.534 -1.230 -7.036 0.22
H 2.581 0.174 -6.355 0.40
H 1.206 1.206 -6.750 0.33
H 2.505 1.010 -7.852 0.41
H -1.170 -1.181 -10.213 0.50
H -0.986 -2.019 -8.753 0.33
H 0.794 -2.529 -11.165 0.42
H -0.360 -3.536 -10.222 0.58
H 2.802 -4.262 -10.167 0.28
H 1.144 -5.018 -9.949 0.43
H 2.189 -4.788 -8.583 0.13
C -1.329 -2.772 0.783 -1.16
C -0.620 -1.875 1.752 -0.11
N -0.183 -0.521 1.332 1.09
C -1.335 0.342 0.958 -0.88
C 0.620 0.301 2.386 0.06
C -0.077 0.438 3.734 -1.37
C 0.683 -0.735 0.053 -1.11
C 1.206 0.507 -0.703 -1.39
O 0.186 1.224 -1.356 1.05
C 0.627 2.039 -2.401 -1.07
H -0.774 -3.141 -0.103 -0.26
H -2.345 -2.380 0.572 0.20
H -1.504 -3.689 1.284 0.71
H 0.293 -2.360 2.163 0.49
H -1.337 -1.726 2.605 0.24
H -2.188 0.190 1.663 -0.14
H -1.573 0.025 0.000 0.95
H -1.038 1.390 0.966 0.17
H 0.898 1.250 1.946 -0.15
H 1.525 -0.273 2.527 0.26
H -1.099 0.748 3.588 0.21
H 0.294 1.230 4.354 0.19
H -0.146 -0.522 4.247 0.46
H -0.063 -1.087 -0.733 -0.18
H 1.467 -1.432 0.162 1.26
H 1.988 0.168 -1.433 0.51
H 1.736 1.315 -0.119 0.34
H -0.169 2.662 -2.742 -0.02
H 0.791 1.443 -3.281 0.20
H 1.416 2.707 -2.118 0.39
C -6.725 -3.710 6.674 -0.99
C -7.840 -4.655 6.203 -0.53
N -8.984 -4.127 5.369 0.27
C -8.418 -3.495 4.129 -1.55
C -9.853 -5.345 4.815 -0.54
C -10.644 -6.093 5.801 -1.29
C -9.784 -3.194 6.218 -0.80
C -11.004 -2.501 5.544 -0.52
O -10.560 -1.478 4.699 -0.32
C -11.572 -0.863 3.869 -0.76
H -5.915 -4.346 7.118 0.39
H -7.059 -3.006 7.454 0.33
H -6.394 -3.226 5.780 0.19
H -8.320 -5.203 7.010 0.40
H -7.345 -5.327 5.516 0.36
H -7.824 -4.261 3.705 0.49
H -7.701 -2.729 4.314 0.69
H -9.281 -3.123 3.641 0.42
H -9.125 -6.015 4.369 0.48
H -10.329 -4.958 3.985 0.63
H -11.467 -5.624 6.267 0.33
H -9.886 -6.518 6.499 0.34
H -10.972 -7.038 5.294 0.41
H -9.182 -2.476 6.723 0.44
H -10.179 -3.780 7.013 0.53
H -11.640 -2.240 6.409 0.41
H -11.571 -3.258 4.923 0.28
H -11.030 -0.574 2.980 0.26
H -12.124 -0.025 4.326 0.30
H -12.281 -1.609 3.488 0.34
B -0.753 4.667 0.192 0.00
F -1.685 4.079 -0.658 0.15
F 0.550 4.594 -0.311 -0.33
F -1.133 6.026 0.417 -0.33
F -0.822 4.021 1.477 -0.39
B -1.258 -1.138 -3.619 -0.01
F -1.795 -1.527 -2.403 0.05
F -1.554 0.141 -4.138 -0.40
F 0.103 -1.263 -3.526 -0.29
F -1.784 -2.017 -4.551 -0.31
B 3.150 2.368 4.003 0.24
F 4.435 2.849 4.261 -0.38
F 3.124 1.015 4.364 -0.20
F 2.228 3.097 4.689 -0.18
F 2.915 2.390 2.662 -0.21
B 4.026 -3.692 -0.708 -0.38
F 2.718 -3.288 -0.629 -0.08
F 4.720 -3.264 -1.854 -0.40
F 4.743 -3.015 0.372 -0.32
F 4.052 -5.030 -0.718 0.11
B -4.135 -1.237 3.095 0.00
F -3.002 -1.577 3.847 -0.40
F -4.258 0.141 3.062 -0.17
F -4.067 -1.698 1.833 -0.29
F -5.286 -1.827 3.698 -0.13
```

Computed properties:
- Charge: +5
- HOMO energy: -15.753 eV
- E_tot: -160909.039 eV
- HOMO-LUMO gap: 9.66 eV